Here is one molecule with the formula C4H9NO2 in a non-equilibrium geometry from the OMol25 dataset. Energies are from ωB97M-V/def2-TZVPD.

Atoms and positions in Å:
C 1.766 -1.060 1.229
C 1.506 -0.759 -0.242
O 2.399 -0.776 -1.074
N 0.330 -0.153 -0.582
C -0.867 -0.021 0.177
C -1.609 1.349 -0.031
O -2.962 1.079 0.231
H 1.742 -0.063 1.662
H 1.056 -1.731 1.719
H 2.796 -1.421 1.228
H 0.258 0.174 -1.536
H -1.617 -0.804 -0.041
H -0.582 0.016 1.235
H -1.323 1.550 -1.101
H -1.305 2.141 0.656
H -3.581 1.642 -0.230

SMILES: CC(=O)NCCO
ΔE to the lowest compared entry with this formula, charge and spin: 32.2 kcal/mol
multiplicity: 1
strongest force on any atom: 1.98 eV/A
HOMO level: -9.56 eV

Here is one molecule with the formula C23H32N4O4 in a non-equilibrium geometry from the OMol25 dataset. Energies are from ωB97M-V/def2-TZVPD.

Atoms and positions in Å:
C -1.277 1.895 2.170
C -1.582 1.322 0.837
C -2.743 0.716 0.401
C -3.977 0.511 1.166
O -4.024 0.790 2.360
N -5.064 0.014 0.535
C -5.225 -0.356 -0.856
C -6.715 -0.673 -0.989
C -7.085 -1.169 0.407
C -6.271 -0.245 1.303
O -2.604 0.305 -0.899
C -1.372 0.653 -1.292
C -0.699 1.280 -0.272
C 0.643 1.719 -0.532
N 1.584 2.117 0.310
N 2.669 2.347 -0.438
C 3.923 2.632 0.198
C 4.403 1.397 0.998
O 5.472 0.870 0.785
N 3.514 1.025 1.930
C 3.607 -0.216 2.664
C 2.341 -1.056 2.492
C 2.130 -1.459 1.035
O 3.218 -2.256 0.637
C 3.291 -2.551 -0.746
C 4.306 -3.681 -0.885
C 3.718 -1.336 -1.574
C 2.440 2.095 -1.748
C 1.133 1.687 -1.860
C 0.270 1.335 -3.028
C -0.807 0.310 -2.630
H -0.529 2.678 2.072
H -2.184 2.278 2.630
H -0.882 1.117 2.823
H -4.916 0.456 -1.518
H -4.614 -1.237 -1.088
H -6.909 -1.408 -1.768
H -7.271 0.236 -1.220
H -8.152 -1.108 0.608
H -6.761 -2.202 0.537
H -6.004 -0.681 2.268
H -6.799 0.697 1.492
H 4.668 2.877 -0.559
H 3.803 3.475 0.886
H 2.604 1.478 1.906
H 3.762 0.001 3.727
H 4.472 -0.761 2.281
H 1.469 -0.494 2.831
H 2.438 -1.958 3.096
H 2.047 -0.559 0.412
H 1.187 -2.023 0.931
H 2.301 -2.900 -1.092
H 5.281 -3.329 -0.562
H 4.015 -4.519 -0.257
H 4.367 -4.012 -1.918
H 4.597 -0.883 -1.121
H 2.927 -0.591 -1.626
H 3.959 -1.647 -2.587
H 3.209 2.220 -2.483
H 0.873 0.941 -3.848
H -0.220 2.249 -3.384
H -1.598 0.273 -3.381
H -0.358 -0.689 -2.572

SMILES: Cc1c(C(=O)N2CCCC2)oc2c1-c1nn(CC(=O)NCCCOC(C)C)cc1CC2
ΔE to the lowest compared entry with this formula, charge and spin: 56.5 kcal/mol
multiplicity: 1
strongest force on any atom: 1.28 eV/A
HOMO level: -8.11 eV

Here is C50H52BiN4O2PS2 as an isolated structure in a non-equilibrium geometry from the OMol25 dataset. Energies are from ωB97M-V/def2-TZVPD.

Atoms and positions in Å:
Bi 1.170 -0.092 0.470
C 0.217 -4.628 -0.036
C -1.269 -4.518 -0.417
C -1.891 -5.524 -1.102
C -3.252 -5.466 -1.396
C -3.988 -4.383 -1.030
C -3.367 -3.391 -0.333
C -2.001 -3.419 0.017
P -1.259 -1.876 0.620
C -2.302 -0.536 0.400
C -1.839 0.438 -0.645
C -2.928 1.457 -1.068
C -3.720 2.078 0.100
C -3.828 1.179 1.322
C -3.276 -0.032 1.350
C -3.642 -0.896 2.560
C -0.753 -2.360 2.310
C -1.186 -3.613 2.786
C -0.673 -4.275 3.893
C 0.140 -3.559 4.697
C 0.557 -2.285 4.323
C 0.150 -1.661 3.134
C 0.505 -0.317 2.659
H 0.726 -5.391 -0.610
H 0.300 -4.929 0.994
H 0.731 -3.667 -0.103
H -1.301 -6.462 -1.363
H -3.633 -6.366 -1.826
H -5.077 -4.301 -1.286
H -3.898 -2.433 -0.185
H -2.291 -0.836 -2.225
H -2.365 2.275 -1.552
H -3.375 3.107 0.372
H -4.615 1.419 2.007
H -4.541 -0.511 3.045
H -2.826 -0.943 3.268
H -3.945 -1.937 2.188
H -1.881 -4.132 2.202
H -1.035 -5.296 4.090
H 0.470 -3.888 5.667
H 1.084 -1.609 5.039
H 1.269 0.182 3.280
H -0.388 0.331 2.463
N 3.749 -1.776 -3.314
C 4.106 -1.933 -1.879
C 3.886 -3.313 -1.416
C 4.221 -3.647 0.048
N 3.426 -2.861 1.014
H 4.104 -0.891 -3.642
H 2.722 -1.825 -3.449
H 3.567 -1.150 -1.305
H 5.168 -1.640 -1.862
H 4.396 -3.944 -2.119
H 2.825 -3.497 -1.606
H 5.274 -3.484 0.143
H 3.973 -4.697 0.132
H 3.309 -3.338 1.889
H 2.549 -2.665 0.662
C -4.757 5.332 -3.000
C -4.784 3.855 -2.565
C -5.146 3.470 -1.321
C -4.955 2.129 -0.786
C -4.259 1.147 -1.764
C -4.245 1.567 -3.202
C -4.427 2.874 -3.572
S -4.904 -0.651 -1.723
O -3.950 -1.320 -2.712
O -6.230 -0.421 -2.384
N -1.437 -0.345 -1.840
C -0.663 -0.015 -2.930
C -1.099 -0.521 -4.214
C -0.258 -0.202 -5.296
C 0.907 0.617 -5.155
C 1.134 1.111 -3.896
N 0.392 0.819 -2.837
H -4.848 6.112 -2.205
H -5.492 5.574 -3.753
H -3.781 5.542 -3.415
H -5.495 4.227 -0.599
H -5.919 1.837 -0.221
H -4.113 0.743 -3.930
H -4.368 3.135 -4.645
H -1.974 -1.186 -4.179
H -0.519 -0.587 -6.289
H 1.560 0.822 -6.030
H 2.050 1.726 -3.591
S -0.517 1.594 -0.013
C 7.122 3.823 2.661
C 6.127 4.361 1.846
C 5.125 3.537 1.384
C 5.082 2.131 1.719
C 6.128 1.617 2.460
C 7.094 2.453 2.967
C 3.999 1.291 1.223
C 2.683 1.574 1.253
C 2.225 2.883 1.750
C 1.914 3.997 0.963
C 1.607 5.206 1.560
C 1.389 5.310 2.924
C 1.680 4.190 3.698
C 2.166 3.043 3.129
H 7.974 4.409 3.004
H 6.218 5.341 1.418
H 4.328 3.903 0.720
H 6.180 0.546 2.730
H 7.956 2.084 3.554
H 4.265 0.273 0.899
H 1.765 3.881 -0.106
H 1.594 6.116 0.952
H 1.216 6.260 3.393
H 1.644 4.301 4.784
H 2.365 2.211 3.809

total charge: -2
ΔE to the lowest compared entry with this formula, charge and spin: 80.8 kcal/mol
multiplicity: 1
strongest force on any atom: 2.82 eV/A
HOMO level: -0.90 eV

Here is a 2-piece molecular cluster, CBrIN4 overall in a non-equilibrium geometry from the OMol25 dataset. Energies are from ωB97M-V/def2-TZVPD.

Atoms and positions in Å:
C -0.365 0.494 -1.878
N -0.625 0.580 -0.757
N -0.868 -1.648 1.815
N -0.352 -0.679 1.591
N 0.065 0.408 1.603
Br 1.884 0.703 1.428
I 0.262 0.142 -3.804

ΔE to the lowest compared entry with this formula, charge and spin: 43.2 kcal/mol
multiplicity: 1
strongest force on any atom: 5.41 eV/A
HOMO level: -9.28 eV